This record from the OMol25 dataset describes a structure of composition C50H47BrN8O3P2S3Sc. The level of theory is the ωB97M-V functional and the def2-TZVPD basis.

CARTESIAN COORDINATES (ANGSTROEM)
Sc 14.437 -13.343 11.165
Br 20.286 -14.240 6.822
C 20.313 -15.197 8.454
C 20.230 -16.565 8.361
C 20.228 -17.323 9.503
C 20.316 -16.734 10.765
C 20.378 -15.345 10.837
C 20.354 -14.585 9.675
N 20.323 -17.560 11.921
N 19.515 -17.434 12.844
C 18.464 -16.455 12.735
C 18.485 -15.479 13.721
C 17.684 -14.359 13.601
C 16.807 -14.266 12.505
O 16.045 -13.216 12.280
C 16.690 -15.400 11.622
N 15.706 -15.291 10.641
C 15.536 -16.340 9.857
C 16.358 -17.502 9.892
C 17.339 -17.596 10.854
C 17.521 -16.526 11.738
H 20.040 -17.028 7.404
H 20.038 -18.415 9.426
H 20.440 -14.880 11.821
H 20.366 -13.514 9.790
H 19.164 -15.526 14.545
H 17.663 -13.570 14.290
H 14.682 -16.279 9.156
H 16.028 -18.270 9.200
H 17.859 -18.536 11.058
N 11.962 -14.167 8.224
P 11.983 -14.792 9.790
C 11.988 -16.601 9.595
C 11.080 -17.192 8.689
C 10.895 -18.549 8.624
C 11.653 -19.407 9.454
C 12.601 -18.869 10.335
C 12.736 -17.462 10.448
C 10.167 -14.663 10.185
C 9.529 -15.526 11.074
C 8.238 -15.277 11.474
C 7.500 -14.274 10.951
C 8.086 -13.416 10.027
C 9.396 -13.618 9.627
C 13.175 -13.973 7.569
C 13.211 -13.804 6.219
C 14.417 -13.561 5.651
C 15.564 -13.517 6.382
C 15.475 -13.648 7.761
N 14.296 -13.889 8.355
H 11.261 -14.549 7.631
H 10.525 -16.498 8.047
H 10.135 -18.918 7.941
H 11.489 -20.489 9.372
H 13.253 -19.500 10.914
H 13.376 -17.129 11.229
H 10.086 -16.289 11.499
H 7.884 -16.021 12.193
H 6.496 -14.109 11.271
H 7.409 -12.659 9.620
H 9.841 -12.984 8.930
H 12.300 -13.943 5.674
H 14.456 -13.401 4.539
H 16.525 -13.323 5.939
H 16.372 -13.697 8.395
N 16.087 -10.221 8.203
C 17.296 -9.596 8.683
C 17.646 -8.337 8.233
C 18.816 -7.747 8.626
C 19.624 -8.403 9.574
C 19.233 -9.650 10.083
C 18.055 -10.224 9.646
S 17.378 -11.735 10.332
N 15.715 -11.657 9.999
C 15.285 -10.986 9.010
C 13.848 -10.954 8.801
C 13.182 -10.357 7.701
C 11.776 -10.332 7.732
C 11.109 -10.865 8.803
C 11.820 -11.520 9.757
N 13.158 -11.655 9.702
H 15.644 -9.548 7.593
H 16.964 -7.780 7.582
H 18.991 -6.687 8.358
H 20.497 -7.936 9.934
H 19.814 -10.170 10.845
H 13.690 -9.822 6.948
H 11.237 -9.829 6.944
H 10.006 -10.772 8.869
H 11.302 -12.123 10.499
C 9.713 -14.912 15.715
C 9.922 -14.046 14.503
C 9.796 -12.561 14.812
O 11.102 -14.359 13.715
P 12.593 -13.900 13.781
S 13.718 -15.282 12.968
S 12.930 -12.139 12.785
O 12.704 -13.643 15.347
C 13.781 -13.906 16.271
C 13.803 -15.300 16.814
C 15.166 -13.462 15.705
H 8.695 -14.681 16.058
H 10.406 -14.636 16.520
H 9.778 -15.979 15.500
H 9.088 -14.235 13.839
H 10.627 -12.252 15.464
H 8.896 -12.414 15.371
H 9.778 -11.989 13.911
H 13.501 -13.175 17.094
H 13.980 -16.010 15.979
H 12.898 -15.532 17.280
H 14.689 -15.406 17.498
H 15.445 -14.155 14.875
H 15.943 -13.490 16.408
H 15.022 -12.494 15.230

Output
Kohn-Sham gap = 6.52 eV
E_LUMO = -0.1139 Ha
highest occupied orbital energy = -9.62 eV
energy relative to the best compared isomer or geometry (same formula, charge and spin) = 0.0 kJ/mol
total charge = +1

---

This record from the OMol25 dataset describes a structure of composition C6H10O3. The level of theory is the ωB97M-V functional and the def2-TZVPD basis.

CARTESIAN COORDINATES (ANGSTROEM)
C 1.837 1.852 0.225
C 1.030 0.788 -0.378
C -1.335 0.161 -0.490
C -1.521 -0.561 0.940
C -0.109 -0.444 1.475
C 0.907 -0.592 0.221
H 2.072 1.607 1.575
H 1.249 2.753 -0.237
H 2.765 1.547 -0.628
H 1.712 0.497 -1.198
H -2.170 0.485 -1.346
H -1.852 -1.634 0.485
H -2.134 0.024 1.569
H 0.012 -1.306 2.151
H 0.215 0.654 2.017
H 1.919 -0.906 0.660
O -0.351 1.308 -0.433
O 0.116 -1.758 -0.443
O -0.845 -0.918 -1.250

Output
Kohn-Sham gap = 10.17 eV
E_LUMO = 0.0313 Ha
highest occupied orbital energy = -9.32 eV
energy relative to the best compared isomer or geometry (same formula, charge and spin) = 890.3 kJ/mol
total charge = 0

---

This record from the OMol25 dataset describes a structure of composition C65H55N5OP3SeSiSn. The level of theory is the ωB97M-V functional and the def2-TZVPD basis.

CARTESIAN COORDINATES (ANGSTROEM)
Sn 0.476 0.384 0.547
C -2.641 2.166 -6.495
C -1.255 2.150 -6.455
C -0.591 1.634 -5.349
C -1.308 1.144 -4.264
C -2.703 1.168 -4.311
C -3.365 1.664 -5.421
P -0.584 0.438 -2.737
C 1.216 0.540 -3.038
C 1.798 1.808 -3.116
C 3.163 1.947 -3.298
C 3.974 0.821 -3.370
C 3.412 -0.439 -3.247
C 2.040 -0.581 -3.085
C -0.937 -1.341 -3.023
C -0.875 -1.897 -4.300
C -1.185 -3.232 -4.501
C -1.571 -4.015 -3.419
C -1.637 -3.459 -2.150
C -1.320 -2.114 -1.923
Si -1.452 -1.306 -0.194
C -3.177 -0.469 -0.248
C -4.316 -1.130 -0.726
C -5.575 -0.561 -0.641
C -5.734 0.696 -0.066
C -4.621 1.392 0.369
C -3.346 0.833 0.248
P -1.869 1.841 0.632
C -1.895 3.228 -0.552
C -0.722 3.984 -0.620
C -0.627 5.061 -1.487
C -1.691 5.372 -2.323
C -2.846 4.605 -2.285
C -2.951 3.538 -1.403
C -2.244 2.582 2.253
C -2.849 1.790 3.228
C -3.035 2.279 4.510
C -2.620 3.565 4.829
C -2.011 4.353 3.865
C -1.812 3.863 2.583
C -1.598 -2.842 0.943
C -2.840 -3.363 1.322
C -2.961 -4.587 1.962
C -1.830 -5.351 2.209
C -0.586 -4.845 1.872
C -0.454 -3.581 1.296
P 1.209 -2.836 1.028
C 2.103 -4.219 0.230
C 3.270 -4.780 0.740
C 3.954 -5.758 0.027
C 3.482 -6.185 -1.204
C 2.320 -5.626 -1.725
C 1.641 -4.649 -1.018
C 1.972 -2.761 2.696
C 1.823 -3.700 3.716
C 2.444 -3.516 4.942
C 3.226 -2.392 5.169
C 3.384 -1.450 4.166
C 2.759 -1.635 2.940
H -3.156 2.567 -7.359
H -0.684 2.535 -7.291
H 0.492 1.615 -5.334
H -3.269 0.788 -3.467
H -4.448 1.674 -5.442
H 1.174 2.692 -3.029
H 3.598 2.936 -3.367
H 5.044 0.929 -3.502
H 4.040 -1.322 -3.273
H 1.613 -1.573 -2.997
H -0.588 -1.278 -5.143
H -1.135 -3.659 -5.496
H -1.817 -5.060 -3.565
H -1.924 -4.086 -1.312
H -4.211 -2.116 -1.167
H -6.439 -1.100 -1.012
H -6.720 1.134 0.027
H -4.734 2.382 0.796
H 0.123 3.721 0.013
H 0.282 5.649 -1.507
H -1.615 6.206 -3.010
H -3.671 4.834 -2.948
H -3.858 2.950 -1.390
H -3.160 0.779 2.992
H -3.485 1.646 5.264
H -2.757 3.945 5.834
H -1.663 5.348 4.114
H -1.303 4.477 1.852
H -3.741 -2.804 1.102
H -3.939 -4.953 2.249
H -1.913 -6.325 2.675
H 0.297 -5.446 2.054
H 3.644 -4.454 1.704
H 4.859 -6.188 0.439
H 4.016 -6.946 -1.758
H 1.945 -5.949 -2.688
H 0.740 -4.210 -1.435
H 1.195 -4.568 3.580
H 2.280 -4.232 5.736
H 3.685 -2.240 6.138
H 3.964 -0.551 4.338
H 2.878 -0.889 2.165
C 5.170 2.188 0.170
N 5.664 0.819 0.108
C 7.062 0.599 0.413
C 4.776 -0.200 -0.048
C 5.325 -1.609 0.015
O 3.586 0.004 -0.227
H 5.470 2.748 -0.721
H 5.565 2.688 1.056
H 4.086 2.177 0.255
H 7.598 1.534 0.264
H 7.508 -0.148 -0.245
H 7.217 0.283 1.450
H 6.096 -1.769 -0.740
H 4.501 -2.294 -0.167
H 5.759 -1.821 0.994
Se 1.859 3.363 2.017
C 1.952 4.983 1.057
C 2.672 5.109 -0.142
C 2.672 6.306 -0.835
N 2.005 7.401 -0.458
C 1.316 7.284 0.680
C 1.261 6.138 1.453
H 3.224 4.261 -0.529
H 3.235 6.391 -1.762
H 0.770 8.170 0.994
H 0.680 6.124 2.367
N -0.387 -0.185 2.550
C -0.698 -0.505 3.633
N -1.202 -0.739 4.768
C -1.032 -1.720 5.613
N -0.965 -2.542 6.428

Output
Kohn-Sham gap = 6.06 eV
E_LUMO = 0.0800 Ha
highest occupied orbital energy = -3.88 eV
energy relative to the best compared isomer or geometry (same formula, charge and spin) = 0.0 kJ/mol
total charge = -1

---

This record from the OMol25 dataset describes a cluster of 2 separate species, C6H7B in total. The level of theory is the ωB97M-V functional and the def2-TZVPD basis.

CARTESIAN COORDINATES (ANGSTROEM)
B -2.874 -0.451 0.254
C 2.222 0.144 0.235
C 1.579 -1.131 -0.013
C 1.375 1.206 -0.113
C 0.290 -0.899 -0.418
C 0.053 0.625 -0.424
C -1.167 1.071 -0.463
H -2.854 -0.256 1.359
H -3.516 -1.127 -0.462
H 3.204 0.188 0.823
H 1.984 -2.081 0.049
H 1.618 2.282 -0.147
H -0.407 -1.638 -0.443
H -1.508 2.067 -0.237

Output
Kohn-Sham gap = 7.60 eV
E_LUMO = -0.0209 Ha
highest occupied orbital energy = -8.17 eV
energy relative to the best compared isomer or geometry (same formula, charge and spin) = 282.5 kJ/mol
total charge = 0

---

This record from the OMol25 dataset describes the ion C5H7N4 with charge +1. The level of theory is the ωB97M-V functional and the def2-TZVPD basis.

CARTESIAN COORDINATES (ANGSTROEM)
C 1.639 0.526 0.068
C 0.624 -0.159 -0.768
C 0.673 -0.563 -2.177
N 1.690 -0.307 -2.957
N 2.534 -0.084 -3.641
C -0.552 -1.212 -2.455
N -1.274 -1.168 -1.373
N -0.639 -0.559 -0.397
C -1.304 -0.527 0.908
H 1.378 0.406 1.076
H 2.615 -0.025 0.135
H 1.923 1.539 -0.199
H -0.972 -1.391 -3.402
H -0.809 0.074 1.691
H -2.273 -0.321 0.746
H -1.522 -1.535 1.351

Output
Kohn-Sham gap = 9.34 eV
SMILES = Cc1c([N+]#N)cnn1C
E_LUMO = -0.1931 Ha
highest occupied orbital energy = -14.59 eV
energy relative to the best compared isomer or geometry (same formula, charge and spin) = 140.5 kJ/mol
total charge = +1

---

This record from the OMol25 dataset describes a cluster of 10 separate species, C45H98F2N5O14PS9Si in total. The level of theory is the ωB97M-V functional and the def2-TZVPD basis.

CARTESIAN COORDINATES (ANGSTROEM)
C -2.511 5.121 1.581
C -1.892 6.418 0.774
O -2.773 7.232 0.173
O -0.460 6.752 0.654
C 0.310 5.564 0.158
C -0.366 4.927 -1.228
C 0.755 4.184 -2.168
C 0.473 2.582 -2.434
C 1.905 1.790 -2.540
C 1.824 0.307 -3.248
N 1.339 -0.703 -2.231
C -0.153 -0.881 -2.053
C -1.446 -0.200 -2.798
C -2.392 -1.446 -3.365
C -3.883 -1.348 -2.687
C -4.622 0.098 -2.932
N -6.125 -0.065 -2.749
N -0.417 -1.909 -0.976
C 1.017 -2.256 -0.609
N 1.229 -3.171 0.376
C -0.058 -3.784 0.971
O -0.504 -4.936 0.463
O -0.689 -3.063 2.124
C 2.517 -3.667 0.964
F 3.347 -2.592 1.628
F 3.332 -4.470 -0.024
C 2.218 -4.752 2.203
C 3.701 -5.212 2.825
Si 3.304 -6.831 3.865
C 3.556 -8.333 2.624
C 4.472 -7.050 5.391
C 1.492 -6.845 4.552
C 1.116 -6.040 5.962
C -0.429 -6.037 6.588
C -1.673 -6.850 5.825
C -1.303 -7.624 4.420
C 0.220 -7.617 3.800
N 2.087 -1.548 -1.379
P 3.850 -1.577 -1.424
C 4.653 0.156 -1.366
O 4.272 -2.204 -3.027
H -1.701 4.498 2.156
H -3.313 5.459 2.389
H -3.073 4.453 0.768
H 1.396 5.988 -0.084
H 0.372 4.760 1.029
H -0.832 5.826 -1.826
H -1.284 4.227 -0.931
H 1.844 4.284 -1.698
H 0.713 4.717 -3.226
H -0.200 2.446 -3.382
H -0.110 2.186 -1.476
H 2.266 1.608 -1.418
H 2.672 2.528 -3.043
H 1.124 0.392 -4.211
H 2.887 -0.016 -3.668
H -1.062 0.364 -3.765
H -2.000 0.504 -2.044
H -1.930 -2.491 -3.065
H -2.500 -1.449 -4.535
H -4.552 -2.189 -3.171
H -3.811 -1.546 -1.532
H -4.216 0.851 -2.128
H -4.371 0.571 -3.994
H -6.253 -1.021 -2.326
H -6.399 0.636 -2.017
H 1.659 -4.247 3.115
H 1.724 -5.746 1.829
H 4.097 -4.344 3.503
H 4.455 -5.560 2.000
H 4.716 -8.581 2.493
H 3.113 -8.011 1.564
H 2.960 -9.281 3.037
H 5.614 -6.953 5.147
H 4.133 -6.310 6.242
H 4.303 -8.156 5.807
H 1.913 -5.444 6.604
H -0.727 -5.469 7.576
H -2.777 -6.879 6.273
H -2.160 -8.221 3.848
H 0.430 -8.185 2.778
H 4.224 0.877 -0.550
H 4.589 0.682 -2.433
H 5.819 0.050 -1.149
H 3.813 -3.112 -3.038
C -8.586 4.263 -3.210
S -7.058 3.710 -2.415
O -7.409 2.566 -1.510
C -6.848 5.177 -1.376
H -8.929 3.477 -3.886
H -9.353 4.453 -2.455
H -8.390 5.172 -3.784
H -7.722 5.310 -0.736
H -6.710 6.056 -2.011
H -5.960 5.038 -0.754
C 7.534 4.120 -0.317
S 5.999 4.225 -1.268
O 5.269 2.926 -1.092
C 6.787 4.188 -2.897
H 7.281 4.091 0.746
H 8.078 3.212 -0.585
H 8.149 5.000 -0.518
H 7.378 3.276 -3.005
H 7.427 5.066 -3.012
H 6.006 4.207 -3.661
C 3.285 2.253 3.634
S 2.194 2.414 2.200
O 0.982 3.181 2.638
C 1.733 0.666 2.121
H 3.666 3.244 3.892
H 2.728 1.847 4.482
H 4.122 1.597 3.385
H 1.273 0.358 3.062
H 2.621 0.063 1.921
H 1.016 0.533 1.307
C -8.226 9.119 0.477
S -8.748 7.451 0.942
O -9.396 6.830 -0.260
C -10.070 7.975 2.061
H -7.420 9.039 -0.256
H -9.064 9.664 0.037
H -7.858 9.646 1.361
H -10.793 8.590 1.523
H -9.641 8.540 2.893
H -10.569 7.084 2.450
C 1.440 -6.253 -2.094
S 0.913 -7.748 -1.222
O 1.764 -7.877 0.007
C 1.553 -8.913 -2.450
H 1.174 -5.385 -1.485
H 2.522 -6.271 -2.246
H 0.925 -6.191 -3.056
H 2.627 -8.766 -2.581
H 1.035 -8.763 -3.400
H 1.367 -9.929 -2.094
C 10.350 8.386 -0.093
S 8.815 8.491 -1.044
O 8.086 7.192 -0.868
C 9.604 8.455 -2.673
H 10.098 8.357 0.970
H 10.895 7.478 -0.361
H 10.965 9.266 -0.294
H 10.195 7.542 -2.781
H 10.243 9.332 -2.788
H 8.823 8.473 -3.437
C -4.825 -7.635 -1.442
S -3.051 -7.866 -1.177
O -2.396 -7.918 -2.526
C -3.173 -9.565 -0.567
H -4.987 -6.640 -1.862
H -5.200 -8.388 -2.140
H -5.350 -7.714 -0.487
H -3.650 -10.198 -1.319
H -3.753 -9.580 0.359
H -2.165 -9.936 -0.368
C -1.633 3.604 -7.674
S -0.105 3.051 -6.879
O -0.456 1.906 -5.974
C 0.105 4.518 -5.840
H -1.976 2.817 -8.350
H -2.400 3.793 -6.919
H -1.437 4.513 -8.248
H -0.769 4.651 -5.200
H 0.243 5.397 -6.475
H 0.993 4.379 -5.218
C -2.027 -1.698 7.784
S -2.559 -2.913 9.014
O -2.510 -4.264 8.363
C -4.291 -2.392 9.053
H -0.968 -1.860 7.571
H -2.605 -1.820 6.864
H -2.165 -0.690 8.183
H -4.728 -2.471 8.055
H -4.354 -1.361 9.410
H -4.835 -3.046 9.739

Output
Kohn-Sham gap = 7.10 eV
E_LUMO = -0.0045 Ha
highest occupied orbital energy = -7.22 eV
total charge = 0